Computed, not measured: the molecule CH3IOS in a non-equilibrium geometry, with ωB97M-V/def2-TZVPD.

## Properties
F_max	0.038	Eh/bohr
HOMO level	-9.328	eV
energy relative to the best compared isomer or geometry (same formula, charge and spin)	16.7	kcal/mol
net charge	0
gap between HOMO and LUMO	9.6	eV

Element x y z (Å)
C  -0.13206  -0.77059  -0.43716
O  -0.45497  0.58190  -0.64085
S  -0.67151  1.50303  0.80424
I  1.57495  -1.14444  0.72563
H  -0.87385  -1.20277  0.27907
H  -0.02959  -1.12086  -1.52034
H  0.58703  2.15372  0.78941